1.
Molecular formula: C21H35InN8O3P2S
Method: DFT, wB97M-V/def2-TZVPD

Calculated total energy   -74985.5166 eV
Total charge   +2
Kohn-Sham gap   6.452 eV

```
71
C21H35InN8O3P2S | the Open Molecules 2025 dataset | wB97M-V/def2-TZVPD
In -0.117 -0.098 0.007
C 2.648 1.556 -4.671
N 2.070 0.449 -3.886
C 3.046 -0.541 -3.395
P 0.639 0.552 -3.174
O 0.653 0.875 -1.685
O 0.050 -0.959 -3.346
P -0.400 -2.037 -2.254
O 0.468 -1.924 -1.013
N -0.336 -3.501 -2.906
C -1.128 -3.753 -4.126
C 0.936 -4.260 -2.841
N -1.917 -1.529 -1.861
C -2.833 -0.944 -2.870
C -2.629 -2.451 -0.925
N -0.323 1.531 -3.997
C -0.551 1.319 -5.439
C -1.016 2.684 -3.400
H 3.490 1.997 -4.137
H 1.911 2.335 -4.849
H 3.000 1.181 -5.629
H 3.852 -0.040 -2.859
H 3.472 -1.090 -4.234
H 2.579 -1.254 -2.717
H -2.096 -3.255 -4.073
H -1.306 -4.823 -4.210
H -0.601 -3.414 -5.020
H 1.460 -4.046 -1.914
H 1.579 -4.020 -3.691
H 0.704 -5.323 -2.868
H -2.278 -0.490 -3.684
H -3.441 -0.179 -2.392
H -3.501 -1.705 -3.271
H -1.935 -2.906 -0.223
H -3.138 -3.240 -1.481
H -3.364 -1.885 -0.362
H -0.051 0.416 -5.785
H -0.177 2.166 -6.013
H -1.621 1.220 -5.631
H -0.789 2.763 -2.343
H -2.093 2.572 -3.526
H -0.703 3.602 -3.893
S -1.904 -0.037 1.570
C -0.758 0.078 2.935
N -1.342 0.399 4.089
N -0.744 0.428 5.208
C 0.524 -0.093 5.647
C 1.159 0.598 6.663
C 2.347 0.107 7.187
C 2.875 -1.080 6.707
C 2.205 -1.784 5.708
C 1.030 -1.293 5.173
N 0.576 0.025 2.866
N 1.178 -0.036 1.757
C 2.606 0.135 1.790
C 3.318 0.121 2.982
C 4.688 0.316 2.952
C 5.346 0.526 1.745
C 4.629 0.522 0.559
C 3.259 0.318 0.581
H -1.319 0.841 5.926
H 0.739 1.527 7.036
H 2.849 0.650 7.977
H 3.798 -1.469 7.120
H 2.596 -2.731 5.354
H 0.499 -1.856 4.414
H 2.798 -0.052 3.916
H 5.249 0.304 3.878
H 6.417 0.691 1.730
H 5.139 0.688 -0.382
H 2.692 0.323 -0.342
```

2.
Molecular formula: C21H35N3O4S
Method: DFT, wB97M-V/def2-TZVPD

Calculated total energy   -45842.2291 eV
SMILES   CCCCCCCNC(=O)C[C@@H](NS(=O)(=O)c1ccc(NC(C)=O)cc1)C(C)C
Energy above the lowest of the compared OMol25 structures with the same formula, charge and spin   4.5 kJ/mol
Total charge   0
Kohn-Sham gap   9.476 eV

```
64
C21H35N3O4S | the Open Molecules 2025 dataset | wB97M-V/def2-TZVPD
C -5.714 -3.448 1.775
C -5.698 -2.044 1.183
C -6.219 -2.034 -0.253
C -6.382 -0.629 -0.835
C -5.093 0.191 -0.913
C -4.041 -0.417 -1.839
C -2.803 0.473 -1.939
N -2.127 0.566 -0.664
C -1.837 1.733 -0.065
O -2.197 2.817 -0.488
C -0.992 1.576 1.195
C 0.524 1.594 0.868
N 0.809 1.195 -0.495
S 0.845 -0.429 -0.828
O 0.538 -0.582 -2.219
O 0.055 -1.173 0.124
C 2.567 -0.763 -0.524
C 3.507 -0.268 -1.409
C 4.854 -0.445 -1.157
C 5.259 -1.121 -0.004
N 6.598 -1.331 0.313
C 7.722 -0.931 -0.367
C 8.991 -1.376 0.326
O 7.708 -0.299 -1.394
C 4.296 -1.618 0.878
C 2.952 -1.436 0.618
C 1.196 2.949 1.168
C 0.730 4.049 0.217
C 2.715 2.794 1.104
H -6.726 -3.847 1.788
H -5.092 -4.118 1.184
H -5.335 -3.440 2.794
H -6.318 -1.385 1.795
H -4.677 -1.661 1.209
H -5.550 -2.623 -0.884
H -7.196 -2.524 -0.273
H -6.804 -0.717 -1.839
H -7.102 -0.080 -0.222
H -5.343 1.189 -1.280
H -4.670 0.312 0.084
H -4.462 -0.548 -2.837
H -3.734 -1.396 -1.469
H -3.083 1.490 -2.225
H -2.105 0.065 -2.679
H -1.712 -0.286 -0.308
H -1.244 0.630 1.672
H -1.230 2.395 1.875
H 1.014 0.833 1.486
H 0.331 1.738 -1.196
H 3.168 0.245 -2.294
H 5.597 -0.065 -1.838
H 6.750 -1.851 1.166
H 9.045 -0.949 1.325
H 9.017 -2.461 0.405
H 9.847 -1.040 -0.252
H 4.607 -2.146 1.769
H 2.192 -1.816 1.282
H 0.917 3.224 2.191
H 1.147 3.893 -0.774
H 1.066 5.018 0.579
H -0.354 4.066 0.138
H 3.198 3.748 1.295
H 3.063 2.075 1.843
H 3.012 2.442 0.119
```

3.
Molecular formula: C21H35NO6
Method: DFT, wB97M-V/def2-TZVPD

Calculated total energy   -36117.0069 eV
SMILES   c1ccc(CN2CCOCCOCCOCCOCCOCCOCC2)cc1
Energy above the lowest of the compared OMol25 structures with the same formula, charge and spin   288.0 kJ/mol
Total charge   0
Kohn-Sham gap   9.051 eV

```
63
C21H35NO6 | the Open Molecules 2025 dataset | wB97M-V/def2-TZVPD
C 0.496 6.098 -3.511
C 1.161 5.237 -4.366
C 1.606 4.009 -3.907
C 1.394 3.629 -2.590
C 1.852 2.291 -2.071
N 0.715 1.481 -1.662
C 1.035 0.481 -0.663
C 2.023 -0.617 -1.119
O 1.851 -1.840 -0.436
C 2.253 -1.822 0.914
C 1.980 -3.205 1.499
O 1.975 -3.104 2.905
C 1.819 -4.335 3.574
C 0.375 -4.856 3.622
O -0.300 -4.291 4.735
C -1.616 -3.863 4.496
C -1.702 -2.612 3.611
O -1.803 -3.005 2.255
C -1.506 -1.993 1.327
C -2.605 -0.937 1.158
O -2.104 0.023 0.261
C -2.995 1.083 -0.004
C -2.317 2.060 -0.962
O -2.412 1.567 -2.284
C -1.299 1.847 -3.102
C -0.070 0.978 -2.780
C 0.729 4.503 -1.736
C 0.281 5.728 -2.193
H 0.147 7.056 -3.869
H 1.333 5.521 -5.394
H 2.123 3.339 -4.580
H 2.479 2.454 -1.190
H 2.465 1.788 -2.838
H 0.098 0.001 -0.370
H 1.438 1.006 0.209
H 3.063 -0.272 -1.019
H 1.834 -0.862 -2.167
H 3.320 -1.568 0.996
H 1.683 -1.084 1.493
H 1.011 -3.550 1.115
H 2.750 -3.919 1.170
H 2.148 -4.154 4.600
H 2.467 -5.094 3.113
H -0.147 -4.613 2.694
H 0.392 -5.949 3.741
H -2.018 -3.637 5.486
H -2.216 -4.659 4.035
H -0.796 -2.009 3.764
H -2.579 -2.019 3.902
H -0.580 -1.476 1.608
H -1.350 -2.495 0.369
H -2.841 -0.465 2.125
H -3.524 -1.400 0.769
H -3.253 1.600 0.934
H -3.917 0.703 -0.464
H -2.821 3.036 -0.901
H -1.270 2.171 -0.671
H -1.040 2.912 -3.053
H -1.639 1.613 -4.115
H 0.544 0.906 -3.691
H -0.444 -0.019 -2.539
H 0.560 4.209 -0.711
H -0.236 6.398 -1.522
```

4.
Molecular formula: C21H36CuP2Se
Method: DFT, wB97M-V/def2-TZVPD

Calculated total energy   -150919.8660 eV
Spin multiplicity   2
⟨S²⟩   0.76
Energy above the lowest of the compared OMol25 structures with the same formula, charge and spin   0.8 kJ/mol
Total charge   0
Kohn-Sham gap (alpha / beta)   5.599 / 5.595 eV

```
61
C21H36CuP2Se | the Open Molecules 2025 dataset | wB97M-V/def2-TZVPD
P -0.547 -2.182 1.048
P -0.685 1.630 1.576
C -1.080 -0.717 0.043
C -0.221 0.566 0.119
H -2.127 -0.524 0.329
H -1.117 -1.062 -1.007
H 0.832 0.327 0.278
H -0.282 1.194 -0.787
C -2.374 2.209 1.020
H -2.718 3.005 1.701
H -3.095 1.380 1.058
H -2.327 2.616 -0.006
C 0.160 3.237 1.261
H 0.183 3.449 0.184
H 1.176 3.208 1.680
H -0.401 4.025 1.785
C -1.475 -3.534 0.315
H -1.557 -4.333 1.066
H -0.947 -3.902 -0.581
H -2.480 -3.180 0.038
C 1.206 -2.405 0.662
H 1.794 -1.575 1.092
H 1.350 -2.455 -0.431
H 1.514 -3.360 1.117
Cu 0.827 0.023 -2.923
C 1.034 1.371 -4.254
C -0.290 1.352 -3.788
C -1.434 0.593 -4.418
C -1.046 -0.864 -4.792
C -0.004 -1.492 -3.878
C 1.390 -1.465 -4.033
C 2.024 -0.841 -5.256
C 1.594 0.649 -5.485
C -0.746 -1.940 2.799
H 1.662 2.189 -3.884
H -0.582 2.164 -3.116
H -1.834 1.160 -5.279
H -2.264 0.527 -3.691
H -1.950 -1.482 -4.694
H -0.772 -0.905 -5.853
H -0.419 -2.268 -3.222
H 1.962 -2.234 -3.499
H 1.789 -1.445 -6.143
H 3.116 -0.887 -5.155
H 2.518 1.197 -5.764
H 0.908 0.706 -6.352
H 0.053 -1.282 3.190
H -0.682 -2.945 3.253
H -1.718 -1.465 3.003
Se 1.853 0.897 2.768
C 1.254 0.997 4.524
C 0.052 1.652 4.887
C -0.380 1.655 6.215
C 0.376 1.009 7.207
C 1.580 0.369 6.859
C 2.013 0.352 5.536
H -0.519 2.130 4.087
H -1.307 2.165 6.480
H 0.034 1.005 8.248
H 2.192 -0.116 7.627
H 2.936 -0.149 5.237
```

5.
Molecular formula: C21H36CuP2Te
Method: DFT, wB97M-V/def2-TZVPD

Calculated total energy   -92861.0572 eV
Spin multiplicity   2
⟨S²⟩   0.76
Energy above the lowest of the compared OMol25 structures with the same formula, charge and spin   342.9 kJ/mol
Total charge   0
Kohn-Sham gap (alpha / beta)   6.285 / 5.573 eV

```
61
C21H36CuP2Te | the Open Molecules 2025 dataset | wB97M-V/def2-TZVPD
P 0.023 -4.689 -3.742
P 2.018 -4.893 -0.808
C 1.485 -5.805 -3.535
C 1.699 -6.227 -2.055
H 2.413 -5.357 -3.988
H 1.206 -6.709 -4.126
H 0.872 -6.855 -1.651
H 2.626 -6.836 -2.012
C 3.656 -4.398 -1.484
H 4.161 -3.708 -0.788
H 3.570 -3.958 -2.493
H 4.244 -5.315 -1.558
C 2.520 -6.043 0.489
H 3.304 -6.674 0.057
H 1.658 -6.680 0.709
H 2.885 -5.544 1.390
C 0.214 -3.784 -5.298
H -0.333 -2.836 -5.268
H -0.209 -4.423 -6.064
H 1.275 -3.597 -5.512
C -1.487 -5.631 -3.631
H -1.491 -6.294 -2.750
H -1.584 -6.220 -4.552
H -2.321 -4.924 -3.562
Cu 0.254 -3.260 1.791
C 1.430 -2.753 -1.085
C 2.113 -1.976 -2.037
C 1.556 -1.858 -3.344
C 0.506 -0.727 -3.626
C -0.929 -1.182 -3.557
C -1.388 -2.383 -3.125
C -1.002 -3.148 -1.871
C -0.069 -2.556 -0.829
C -0.668 0.725 0.339
H 1.941 -2.858 -0.059
H 3.116 -1.654 -1.784
H 0.979 -2.833 -3.400
H 2.407 -1.818 -4.051
H 0.698 0.147 -2.944
H 0.772 -0.421 -4.670
H -1.546 -0.555 -4.157
H -2.287 -2.722 -3.668
H -0.465 -4.162 -2.096
H -1.929 -3.542 -1.323
H -0.328 -1.525 -0.576
H -0.266 -3.212 0.049
H -1.710 0.687 0.695
H -0.462 0.135 -0.529
H -0.397 1.783 0.169
Te 0.300 0.065 2.147
C -0.064 2.112 2.613
C 0.790 3.102 2.089
C 0.464 4.450 2.253
C -0.731 4.789 2.895
C -1.616 3.809 3.354
C -1.288 2.456 3.196
H 1.706 2.827 1.541
H 1.100 5.243 1.846
H -0.997 5.850 3.007
H -2.571 4.113 3.783
H -2.005 1.685 3.510
```

6.
Molecular formula: C21H36MnN12O2
Method: DFT, wB97M-V/def2-TZVPD

Calculated total energy   -75654.9911 eV
Spin multiplicity   6
⟨S²⟩   8.80
Energy above the lowest of the compared OMol25 structures with the same formula, charge and spin   0.0 kJ/mol
Total charge   0
Kohn-Sham gap (alpha / beta)   5.653 / 6.006 eV

```
72
C21H36MnN12O2 | the Open Molecules 2025 dataset | wB97M-V/def2-TZVPD
Mn 0.454 0.171 -0.069
N -1.218 -1.522 0.050
C -2.321 -0.875 0.774
C -3.615 -1.683 0.695
C -4.799 -1.167 1.507
C -4.530 -0.981 3.002
N -3.721 0.189 3.346
C -4.146 1.429 3.181
N -3.365 2.459 3.504
N -5.425 1.671 2.815
C -2.405 0.621 0.397
O -3.446 1.245 0.638
O -1.328 1.117 -0.052
H -1.523 -1.812 -0.874
H -0.895 -2.340 0.556
H -1.991 -0.871 1.812
H -3.369 -2.694 1.044
H -3.931 -1.784 -0.349
H -5.617 -1.889 1.415
H -5.127 -0.231 1.060
H -4.004 -1.848 3.404
H -5.476 -0.912 3.545
H -2.723 0.065 3.545
H -2.326 2.301 3.623
H -3.637 3.375 3.193
H -5.873 0.950 2.273
H -5.612 2.596 2.464
C 3.551 -0.452 2.367
C 4.289 -0.338 1.065
C 5.672 -0.366 1.025
C 6.376 -0.250 -0.168
C 5.655 -0.107 -1.345
C 4.270 -0.071 -1.351
C 3.517 0.093 -2.636
C 3.540 -0.176 -0.136
N 2.198 -0.133 -0.105
H 4.205 -0.835 3.152
H 2.683 -1.108 2.266
H 3.164 0.521 2.687
H 6.215 -0.487 1.957
H 7.457 -0.277 -0.180
H 6.183 -0.021 -2.290
H 4.205 0.102 -3.484
H 2.943 1.026 -2.636
H 2.795 -0.718 -2.770
N -0.090 -1.035 4.992
N -0.547 -0.279 3.875
N -0.269 1.116 3.939
C 0.215 1.366 2.743
N 0.371 0.295 1.971
N -0.012 -0.793 2.679
H 0.920 -0.903 5.066
H -0.518 -0.620 5.813
H 0.498 2.356 2.418
N 0.262 0.156 -2.024
C 0.133 0.160 -3.169
N -0.030 0.165 -4.472
C 0.512 1.268 -5.277
C 1.713 0.803 -6.089
C 1.362 -0.442 -6.901
C 0.869 -1.554 -5.977
C -0.340 -1.079 -5.181
H 0.770 2.086 -4.607
H -0.287 1.612 -5.941
H 2.534 0.576 -5.406
H 2.039 1.617 -6.740
H 2.227 -0.778 -7.473
H 0.576 -0.197 -7.625
H 1.666 -1.832 -5.281
H 0.598 -2.446 -6.545
H -0.659 -1.821 -4.451
H -1.181 -0.880 -5.852
```